1.
The following is a DFT calculation (ωB97M-V/def2-TZVPD) of C46H28AlF4N6P2S2 as an isolated structure.

Each line ends with the Mulliken charge.
Positions of all 89 atoms, in Å:
Al (-10.18074, -12.60013, 14.63184)  -0.027
S (-9.77094, -15.00890, 14.18468)  -0.895
P (-11.63576, -14.53795, 13.61440)  1.166
C (-12.12347, -13.07913, 14.30733)  -1.084
P (-12.62425, -12.87964, 15.89297)  0.659
S (-10.86268, -12.80498, 16.99667)  -0.738
C (-13.32900, -11.18498, 16.01229)  -0.922
C (-13.79495, -10.68503, 14.83554)  0.519
C (-14.34666, -9.43600, 14.82839)  -1.049
C (-14.28512, -8.68149, 15.99973)  -0.482
C (-13.75404, -9.12060, 17.16223)  -0.811
C (-13.29860, -10.42775, 17.20432)  -0.036
C (-13.84309, -14.03812, 16.60457)  0.929
C (-13.31836, -15.06634, 17.35574)  -0.129
C (-14.15127, -15.97196, 17.98328)  -0.808
C (-15.50209, -15.95769, 17.78389)  -0.313
C (-16.05279, -14.87270, 17.14068)  -0.773
C (-15.21768, -13.92004, 16.57539)  -0.289
C (-11.62794, -14.37336, 11.80821)  0.062
C (-10.99394, -15.35599, 11.07529)  -0.340
C (-10.93881, -15.24049, 9.70532)  -0.812
C (-11.50436, -14.14146, 9.08852)  -0.472
C (-12.11558, -13.10677, 9.81261)  -1.059
C (-12.24794, -13.27052, 11.19277)  0.235
C (-12.72723, -15.98285, 13.89754)  1.028
C (-12.25373, -17.11631, 14.58362)  -0.513
C (-13.15044, -18.11506, 14.95528)  -0.611
C (-14.49915, -17.99608, 14.64843)  -0.560
C (-14.97352, -16.87999, 13.95489)  -0.615
C (-14.04705, -15.90399, 13.52690)  -0.427
H (-13.73855, -11.35468, 13.98959)  0.424
H (-14.82075, -9.01517, 13.98671)  0.547
H (-14.61819, -7.65880, 15.95941)  0.400
H (-13.70210, -8.55288, 18.08846)  0.483
H (-12.87310, -10.91199, 18.04696)  0.586
H (-12.23830, -15.14126, 17.44872)  0.353
H (-13.80761, -16.85135, 18.57605)  0.296
H (-16.09297, -16.81011, 18.22662)  0.351
H (-17.09816, -14.71562, 17.03842)  0.487
H (-15.70875, -13.06488, 16.11925)  0.389
H (-10.44970, -16.17336, 11.59138)  0.364
H (-10.43570, -16.01429, 9.18346)  0.470
H (-11.45034, -14.01782, 7.98727)  0.351
H (-12.54389, -12.31937, 9.26345)  0.588
H (-12.74675, -12.56341, 11.82322)  0.322
H (-11.22983, -17.23687, 14.89313)  0.373
H (-12.77168, -18.90651, 15.57313)  0.434
H (-15.22779, -18.63208, 15.10591)  0.438
H (-16.00809, -16.70659, 13.73425)  0.437
H (-14.42959, -15.02937, 13.01100)  0.340
N (-10.45367, -10.53317, 14.80819)  0.168
C (-10.34795, -9.89162, 13.51497)  -0.158
C (-10.75234, -8.64246, 13.19530)  -0.188
C (-10.53077, -8.13632, 11.88280)  -1.109
C (-9.94156, -8.92209, 10.93416)  -0.798
C (-9.48928, -10.19568, 11.25620)  0.607
C (-8.81176, -11.03205, 10.32969)  -0.691
C (-8.41218, -12.24157, 10.73579)  -0.977
C (-8.70325, -12.67910, 12.02650)  -0.094
N (-9.40112, -11.99268, 12.90304)  0.701
C (-9.75450, -10.69169, 12.52996)  0.539
H (-9.69711, -10.18588, 15.42553)  0.521
H (-11.36544, -10.29119, 15.25396)  -0.279
H (-11.31364, -8.07970, 13.95995)  0.454
H (-10.82600, -7.13398, 11.64728)  0.452
H (-9.82501, -8.57525, 9.91826)  0.464
H (-8.69513, -10.76530, 9.28183)  0.424
H (-7.97394, -12.90702, 10.01397)  0.473
H (-8.37572, -13.66984, 12.38619)  0.523
F (-6.01124, -12.19196, 20.27307)  -0.284
C (-7.09335, -11.61070, 19.86752)  -0.134
C (-8.06094, -11.26216, 20.71651)  0.421
F (-7.97958, -11.75489, 21.94474)  -0.295
C (-9.30207, -10.56199, 20.37781)  -0.039
C (-9.32638, -10.15931, 18.94958)  0.372
C (-8.32008, -10.48701, 18.14010)  0.569
F (-8.34596, -10.03297, 16.89063)  -0.455
C (-7.29389, -11.40822, 18.46866)  0.761
C (-6.65558, -12.13530, 17.44446)  -0.328
C (-7.47564, -12.26162, 16.23674)  0.830
N (-8.31225, -12.43498, 15.47609)  -0.042
C (-5.53311, -12.95063, 17.50239)  -0.084
N (-4.61319, -13.61955, 17.55734)  -0.387
F (-10.35916, -9.49824, 18.46855)  -0.334
C (-10.36048, -10.37987, 21.17692)  1.363
C (-10.47374, -10.89805, 22.56361)  -0.323
N (-10.59819, -11.29172, 23.64414)  -0.418
C (-11.57215, -9.72153, 20.77176)  -0.066
N (-12.53111, -9.14498, 20.50823)  -0.430

Force components x, y, z for each atom (eV/Å):
-0.08 -0.27 0.75
0.63 0.42 0.33
-1.51 -1.03 -0.45
0.27 -0.12 -0.73
-0.10 0.45 0.59
-0.28 -0.02 0.07
0.80 -0.91 1.62
-0.65 -0.39 -0.76
0.20 0.69 1.15
-0.63 1.43 -1.54
0.73 -1.35 1.84
-0.10 -0.74 -1.72
0.65 0.35 0.41
0.85 -0.52 0.41
0.82 -1.95 0.41
-1.26 -0.86 0.94
0.44 0.30 -0.46
-0.90 0.74 -0.48
-0.53 0.70 0.34
0.69 -0.32 0.51
-0.21 0.16 0.27
0.02 0.94 -1.13
0.31 -2.10 0.66
0.89 -0.51 -0.35
1.33 -0.28 0.39
-0.84 0.02 -0.12
0.18 0.66 -0.23
-0.41 1.05 0.24
1.63 0.29 -0.41
-1.41 -0.29 0.48
-0.15 0.24 -0.36
-0.31 0.36 -0.99
-0.33 0.22 -0.05
-0.12 0.25 -0.37
0.22 -0.01 0.91
-0.12 -0.13 0.12
0.35 1.02 -0.56
0.41 1.28 -0.59
-0.77 -0.12 0.02
0.23 0.01 -0.15
-0.57 0.51 -0.38
0.28 -0.43 -0.78
0.02 -0.27 0.81
-0.50 1.07 -0.32
-0.20 0.39 0.18
0.25 0.30 -0.07
-0.08 -0.45 0.04
-0.17 -0.68 -0.06
-0.39 -0.24 0.03
0.11 0.02 -0.05
-0.05 0.74 0.50
0.16 -0.80 -0.05
-0.65 0.93 0.17
-0.21 -0.40 0.59
-0.18 0.91 -0.10
0.09 -0.52 -0.40
-0.79 0.68 -0.29
0.30 -0.80 -0.39
0.07 -1.33 1.11
0.26 1.30 -0.94
0.55 -1.22 0.53
-0.76 -0.14 -0.37
0.81 -0.36 -0.22
0.50 0.01 -0.52
-0.24 0.29 -0.08
0.14 0.18 -0.03
0.05 0.33 0.26
0.33 -0.29 0.15
-0.33 0.48 -0.42
0.81 -0.88 0.37
-0.28 0.89 -0.57
-0.91 -0.56 1.28
0.09 0.43 0.23
0.74 -0.23 -1.85
-0.19 -0.07 1.02
-0.89 0.18 -0.34
-0.05 0.40 -0.40
1.62 -1.11 -1.41
-2.68 1.52 -0.13
0.72 -0.06 1.04
0.27 0.17 -0.33
-0.03 0.03 0.57
1.14 -0.80 -0.03
0.20 0.22 0.13
-0.91 -0.64 2.00
0.39 0.16 -0.34
0.06 0.40 -1.07
0.04 0.30 -0.13
0.12 -0.21 0.03

E_HOMO (alpha / beta) (eV): -10.1 / -10.1
F_max (eV Å⁻¹): 3.08
Charge: +1
ΔE to the lowest compared entry with this formula, charge and spin (eV): 0.0617


2.
The following is a DFT calculation (ωB97M-V/def2-TZVPD) of C22H29CaN4SSi as an isolated structure.

Each line ends with the natural charge from an NBO analysis.
Positions of all 58 atoms, in Å:
Ca (-0.06320, 2.26367, -0.33614)  1.576
S (0.04974, 1.33361, 2.27452)  -0.610
C (-0.13855, -0.36970, 1.93471)  0.122
N (0.12990, -1.32445, 2.77429)  -0.222
N (0.59010, -0.95755, 3.96555)  -0.427
C (0.91917, -1.90585, 4.92287)  0.255
C (1.42237, -1.47099, 6.14956)  -0.285
C (1.75325, -2.39081, 7.12998)  -0.194
C (1.59059, -3.75217, 6.90800)  -0.270
C (1.08950, -4.17781, 5.68364)  -0.189
C (0.75327, -3.27127, 4.69195)  -0.288
N (-0.61779, -0.93219, 0.73499)  -0.137
N (-0.90591, -0.13872, -0.17624)  -0.294
C (-1.34619, -0.76815, -1.38468)  0.183
C (-2.06237, 0.02019, -2.27368)  -0.234
C (-2.48036, -0.50706, -3.48578)  -0.205
C (-2.17271, -1.82000, -3.81264)  -0.218
C (-1.45038, -2.60518, -2.91894)  -0.201
C (-1.03739, -2.08489, -1.70513)  -0.245
H (0.73816, 0.03577, 4.12825)  0.402
H (1.54938, -0.40909, 6.32509)  0.210
H (2.14234, -2.03781, 8.07721)  0.205
H (1.85018, -4.46852, 7.67624)  0.204
H (0.95729, -5.23626, 5.49484)  0.205
H (0.36366, -3.59454, 3.73775)  0.240
H (-2.29926, 1.04556, -2.00649)  0.230
H (-3.04048, 0.11238, -4.17401)  0.214
H (-2.48748, -2.23034, -4.76376)  0.206
H (-1.20047, -3.62676, -3.17685)  0.207
H (-0.47027, -2.67562, -0.99860)  0.237
C (-4.07453, 3.16458, -1.40748)  -1.088
Si (-2.51716, 4.07153, -0.74035)  0.598
C (-2.55317, 5.66885, -1.79523)  -1.084
C (-3.15390, 4.70147, 0.95636)  -1.085
H (-4.95252, 3.81892, -1.34395)  0.206
H (-4.29473, 2.25767, -0.83571)  0.215
H (-3.95561, 2.87166, -2.45613)  0.207
H (-3.53773, 6.14923, -1.74093)  0.200
H (-2.34014, 5.45623, -2.84685)  0.213
H (-1.80729, 6.39149, -1.45203)  0.212
H (-4.11038, 5.23014, 0.85979)  0.200
H (-2.43725, 5.38810, 1.41731)  0.211
H (-3.29596, 3.87128, 1.65434)  0.221
C (2.58919, -1.00515, -4.06772)  -0.584
C (3.15832, -0.56932, -2.71039)  -0.147
C (4.63555, -0.19179, -2.86883)  -0.583
C (3.03481, -1.73496, -1.71796)  -0.583
C (2.39380, 0.58222, -2.20099)  -0.240
C (1.74353, 1.51705, -1.75182)  -0.597
H (3.14278, -1.86657, -4.45482)  0.187
H (2.65821, -0.19092, -4.79075)  0.209
H (1.53762, -1.27931, -3.96690)  0.216
H (5.20840, -1.04667, -3.24164)  0.188
H (5.05463, 0.11928, -1.91120)  0.211
H (4.74614, 0.63587, -3.57102)  0.209
H (3.59143, -2.60660, -2.07627)  0.188
H (1.98746, -2.01351, -1.59532)  0.211
H (3.42238, -1.44624, -0.74000)  0.215

Force components x, y, z for each atom (eV/Å):
-0.07 -0.08 -0.06
-0.04 -0.13 -0.06
0.10 -0.01 0.24
-0.11 0.06 -0.17
0.08 -0.09 0.12
-0.06 0.21 -0.16
0.03 -0.03 0.08
0.00 0.04 -0.02
-0.01 -0.01 -0.02
0.01 0.02 0.02
-0.01 -0.05 -0.01
-0.04 0.03 -0.05
0.07 0.01 -0.06
0.02 0.05 0.04
0.02 0.10 0.03
0.01 -0.05 0.00
0.01 0.02 0.03
-0.03 0.03 -0.04
0.04 -0.07 0.06
-0.01 -0.02 0.00
0.00 -0.01 0.01
0.00 0.00 0.00
0.00 0.00 0.00
0.00 0.00 0.00
0.00 -0.01 0.01
-0.01 0.00 -0.01
0.00 0.00 0.00
0.00 0.00 0.00
0.00 0.00 0.00
0.00 0.00 -0.02
-0.02 -0.01 0.00
0.11 -0.09 0.05
0.02 0.03 -0.02
-0.01 0.01 0.01
0.00 -0.01 -0.01
0.00 0.00 -0.01
0.00 0.00 0.01
0.01 0.00 0.00
0.00 0.01 0.01
0.00 0.00 -0.01
0.01 0.00 -0.01
-0.01 0.00 0.00
0.00 0.01 0.00
0.01 0.00 -0.02
-0.04 -0.02 0.00
0.03 0.00 -0.03
0.00 0.03 0.01
-0.04 0.05 0.05
-0.04 0.02 0.01
-0.01 0.00 0.00
0.00 0.00 0.01
0.00 0.00 0.00
0.00 0.01 0.00
-0.01 0.00 0.00
0.00 0.00 0.00
0.00 0.01 0.00
-0.01 -0.01 0.01
0.00 -0.01 -0.01

E_HOMO (eV): -4.0
F_max (eV Å⁻¹): 0.27
Charge: -1